No. 1
{
  "formula": "C4H11INO",
  "method": "ωB97M-V with the def2-TZVPD basis set",
  "species": ["I", "O", "N", "C", "C", "C", "C", "H", "H", "H", "H", "H", "H", "H", "H", "H", "H", "H"],
  "xyz": [[0.29347, -7.52599, -0.07098], [-1.45590, 0.86565, 0.95281], [1.65975, -1.00825, -0.18333], [-0.44702, -0.16186, 0.96571], [0.63885, 0.07535, -0.14157], [-0.00134, 0.16211, -1.48209], [-0.93034, 2.24215, 0.99446], [2.05891, -0.96067, -1.10988], [-0.54242, 2.53497, 0.01882], [-0.75941, 0.93286, -1.62128], [-0.37844, 2.60186, 1.86286], [1.13597, -1.86973, -0.12329], [-0.44882, -0.76429, -1.84213], [-0.93037, -1.13592, 0.89046], [-1.80291, 2.84688, 1.24147], [0.01160, -0.22599, 1.95246], [1.13630, 1.04235, -0.06713], [0.76216, 0.34853, -2.23735]],
  "de_lowest_kcal_mol": 25.8,
  "total_energy_ev": -15965.8138,
  "charge": -1,
  "orbital_gap_ha": 0.212
}

---

No. 2
{
  "formula": "C4H11INO",
  "method": "ωB97M-V with the def2-TZVPD basis set",
  "species": ["I", "O", "N", "C", "C", "C", "C", "H", "H", "H", "H", "H", "H", "H", "H", "H", "H", "H"],
  "xyz": [[14.47701, 4.91490, -7.48806], [13.99233, -0.86608, -8.64181], [15.68374, 1.23938, -8.01886], [15.16126, 1.04047, -9.36239], [15.00910, -0.49666, -9.64216], [16.15684, 1.80518, -10.24221], [13.73069, -2.26820, -8.68592], [16.68637, 1.12195, -7.98654], [14.24375, -2.71149, -7.83247], [14.78081, -0.62832, -10.69983], [17.19063, 1.52734, -10.03680], [15.93512, 1.66241, -11.29983], [14.15753, 1.45075, -9.47336], [12.64833, -2.37683, -8.75510], [15.89595, -1.12943, -9.60772], [15.68395, 2.24290, -7.90456], [14.17203, -2.67023, -9.59789], [16.14319, 2.88589, -10.10087]],
  "total_energy_ev": -15962.4564,
  "s_squared": 0.75,
  "charge": -2,
  "spin_multiplicity": 2,
  "orbital_gap_ha": [0.078, 0.261]
}

---

No. 3
{
  "formula": "C4H11KO4SeSi",
  "method": "ωB97M-V with the def2-TZVPD basis set",
  "species": ["Se", "K", "Si", "O", "O", "O", "O", "C", "C", "C", "C", "H", "H", "H", "H", "H", "H", "H", "H", "H", "H", "H"],
  "xyz": [[1.92518, -3.96644, -0.27486], [-0.02866, -2.07549, 0.47040], [-0.75846, 1.15497, 0.15672], [2.44435, -5.48434, -0.45396], [1.58238, -3.63628, 1.30216], [3.03284, -2.90996, -0.80253], [0.51277, -3.73203, -1.08045], [0.04699, 0.46328, -1.43079], [0.68075, 1.47115, 1.38207], [-1.99563, 0.02392, 0.87255], [-1.31319, 2.95840, -0.36285], [-2.81595, -0.17519, 0.17533], [-0.54172, 3.60900, -0.76681], [-0.70107, 0.31484, -2.20914], [1.14949, 0.52589, 1.64035], [-2.46143, 0.44994, 1.76660], [1.44855, 2.12582, 0.97497], [0.31086, 1.92033, 2.30055], [-1.74222, 3.45807, 0.50349], [0.50603, -0.50047, -1.22484], [0.82141, 1.11852, -1.83113], [-2.10328, 2.88610, -1.10781]],
  "de_lowest_kcal_mol": 11.9,
  "total_energy_ev": -102063.6121,
  "charge": -2,
  "orbital_gap_ha": 0.202
}

---

No. 4
{
  "formula": "C4H11N2",
  "method": "ωB97M-V with the def2-TZVPD basis set",
  "species": ["N", "N", "C", "C", "C", "C", "H", "H", "H", "H", "H", "H", "H", "H", "H", "H", "H"],
  "xyz": [[-0.16682, 1.86759, 0.31658], [1.01593, -0.51665, -0.32561], [-0.19368, -1.32149, -0.02282], [2.13393, -1.05810, -0.56532], [-1.35929, -0.28011, -0.21693], [-1.27717, 0.96195, 0.73910], [2.82661, -0.34511, -1.02091], [-1.55587, -0.15010, -1.33932], [-2.27992, 1.48673, 0.72114], [-0.34051, -2.22468, -0.67785], [-2.21611, -0.94615, 0.00500], [-0.06483, -1.82303, 1.07666], [-1.04135, 0.67622, 1.78982], [-0.35914, 2.23131, -0.62045], [0.65522, 1.17514, 0.18984], [2.56403, -1.98969, -0.60641], [0.04524, 2.63925, 0.94150]],
  "de_lowest_kcal_mol": 73.8,
  "total_energy_ev": -7301.5774,
  "s_squared": 0.75,
  "spin_multiplicity": 2,
  "orbital_gap_ha": [0.125, 0.292]
}

---

No. 5
{
  "formula": "C4H11N2",
  "method": "ωB97M-V with the def2-TZVPD basis set",
  "species": ["N", "N", "C", "C", "C", "C", "H", "H", "H", "H", "H", "H", "H", "H", "H", "H", "H"],
  "xyz": [[-0.65037, -0.25986, 2.60577], [0.22629, -3.40814, -1.17943], [-0.85276, 0.08635, 1.24092], [0.68817, 2.51723, -1.24389], [-0.15982, 1.41537, -0.71648], [-0.06615, 0.99444, 0.59668], [0.61732, -3.12945, -2.07363], [-1.28274, 0.21583, 3.23953], [1.38688, 2.79839, -0.45054], [0.17519, 3.39495, -1.62485], [-0.74377, 0.84545, -1.43104], [0.37810, -4.39990, -1.06861], [-0.83234, -1.25691, 2.72083], [1.31413, 2.08356, -2.03252], [-1.70868, -0.33508, 0.70484], [0.80531, 1.32887, 1.16861], [0.70520, -2.89109, -0.45618]],
  "de_lowest_kcal_mol": 1.7,
  "total_energy_ev": -7304.7053,
  "s_squared": 0.78,
  "spin_multiplicity": 2,
  "orbital_gap_ha": [0.295, 0.360]
}

---

No. 6
{
  "formula": "C4H11N2",
  "method": "ωB97M-V with the def2-TZVPD basis set",
  "species": ["N", "N", "C", "C", "C", "C", "H", "H", "H", "H", "H", "H", "H", "H", "H", "H", "H"],
  "xyz": [[-0.79026, 0.98496, -1.38163], [1.01841, -2.35893, 1.72568], [1.40769, -1.46140, 0.90623], [0.61867, 0.60950, -0.99638], [0.64888, -0.83727, -0.23350], [-1.58888, 1.76062, -0.34210], [-0.86824, 2.11927, 0.35517], [0.08863, -2.36180, 1.86391], [-0.41551, -1.13854, 0.03047], [-2.40315, 1.21614, 0.08591], [1.70280, -2.58336, 2.51257], [-1.38672, 0.18732, -1.56342], [0.84208, -1.55772, -1.12936], [2.51043, -1.33907, 0.98742], [1.06876, 0.37666, -1.92398], [-0.67420, 1.53486, -2.17520], [-2.01740, 2.59248, -0.76885]],
  "de_lowest_kcal_mol": 124.5,
  "total_energy_ev": -7295.5511,
  "charge": 1,
  "orbital_gap_ha": 0.235
}